(1)
Entry from the OMol25 dataset: a cluster of 3 separate species, C2H10NO3 in total (the ωB97M-V functional and the def2-TZVPD basis).

Computed properties:
- HOMO-LUMO gap (eV) = 8.20
- E_LUMO (eV) = 4.19
- net charge = -1
- highest occupied orbital energy (eV) = -4.01
- relative energy (zero: lowest compared OMol25 entry of this formula, charge and spin) (eV) = 0.359

Element x y z (Å)
C -0.64 0.16 -2.08
N 0.61 0.11 -1.35
C 0.55 -0.77 -0.15
O 0.42 -0.07 1.02
H -1.50 0.18 -1.42
H -0.69 1.13 -2.61
H -0.76 -0.62 -2.83
H 0.69 1.05 -0.98
H -0.34 -1.39 -0.32
H 1.40 -1.47 -0.17
H -0.28 -1.52 3.37
H 0.32 -1.30 2.04
O 0.30 -2.01 2.77
H -0.13 1.34 1.00
H 0.42 2.82 0.70
O -0.35 2.35 1.00

---

(2)
Entry from the OMol25 dataset: a cluster of 3 separate species, C2H10NO3 in total (the ωB97M-V functional and the def2-TZVPD basis).

Computed properties:
- HOMO-LUMO gap (alpha / beta) (eV) = 5.29 / 8.28
- E_LUMO (alpha / beta) (eV) = 0.47 / 0.27
- highest occupied orbital energy (alpha / beta) (eV) = -4.82 / -8.01
- relative energy (zero: lowest compared OMol25 entry of this formula, charge and spin) (eV) = 0.004
- spin multiplicity = 2

Element x y z (Å)
O 0.62 1.03 -1.24
C -0.58 1.51 -1.16
C -1.34 1.13 0.07
N -1.18 -0.38 0.15
H -0.82 2.43 -1.71
H -2.39 1.35 0.02
H -0.84 1.50 1.00
H -1.73 -0.82 -0.58
H -1.46 -0.75 1.06
H -0.18 -0.60 -0.01
H 0.84 -0.21 2.82
H 1.96 -1.23 2.70
O 1.09 -1.01 2.35
H 1.33 -0.85 -1.33
H 1.73 -2.22 -0.64
O 1.00 -1.65 -0.88

---

(3)
Entry from the OMol25 dataset: a cluster of 3 separate species, C2H10NO4 in total (the ωB97M-V functional and the def2-TZVPD basis).

Computed properties:
- HOMO-LUMO gap (eV) = 11.29
- E_LUMO (eV) = -3.61
- net charge = +1
- highest occupied orbital energy (eV) = -14.90
- relative energy (zero: lowest compared OMol25 entry of this formula, charge and spin) (eV) = 1.329

Element x y z (Å)
O -0.36 1.99 -0.21
C -1.17 1.19 0.12
O -1.57 1.12 1.41
C -1.65 -0.12 -0.51
N -0.67 -1.19 -0.10
H -1.40 2.03 1.83
H -2.67 -0.42 -0.38
H -1.82 -0.06 -1.65
H -1.02 -1.66 0.74
H -0.47 -1.79 -0.91
H 0.18 -0.67 0.14
H 2.54 0.36 -1.98
H 2.56 -1.04 -2.74
O 1.99 -0.37 -2.33
H 1.45 0.85 2.25
H 2.19 -0.39 2.54
O 1.90 0.14 1.78

---

(4)
Entry from the OMol25 dataset: a cluster of 3 separate species, C2H10NO4 in total (the ωB97M-V functional and the def2-TZVPD basis).

Computed properties:
- HOMO-LUMO gap (eV) = 12.19
- E_LUMO (eV) = -3.14
- net charge = +1
- highest occupied orbital energy (eV) = -15.33
- relative energy (zero: lowest compared OMol25 entry of this formula, charge and spin) (eV) = 0.000

Element x y z (Å)
O 0.76 0.56 1.52
C 0.12 -0.42 1.74
O -0.37 -0.81 2.92
C -0.34 -1.42 0.67
N -0.56 -0.63 -0.57
H -0.09 -0.26 3.67
H 0.44 -2.15 0.51
H -1.23 -1.97 0.97
H 0.18 0.07 -0.75
H -0.51 -1.30 -1.32
H -1.43 -0.10 -0.62
H -0.88 2.99 -0.89
H -0.29 2.37 0.26
O -0.71 2.10 -0.56
H 2.37 0.35 -2.31
H 1.09 0.58 -2.98
O 1.46 0.04 -2.26

---

(5)
Entry from the OMol25 dataset: a cluster of 2 separate species, C2H10NS2 in total (the ωB97M-V functional and the def2-TZVPD basis).

Computed properties:
- HOMO-LUMO gap (alpha / beta) (eV) = 3.79 / 9.65
- E_LUMO (alpha / beta) (eV) = 0.46 / 0.37
- highest occupied orbital energy (alpha / beta) (eV) = -3.33 / -9.28
- relative energy (zero: lowest compared OMol25 entry of this formula, charge and spin) (eV) = 0.382
- spin multiplicity = 2

Element x y z (Å)
C 0.02 -2.83 -0.04
N -0.34 -1.63 -0.84
H 0.34 -3.61 -0.74
H -0.77 -3.14 0.62
H 0.84 -2.51 0.62
H 0.35 -1.34 -1.57
H -1.26 -1.76 -1.35
H -0.52 -0.81 -0.21
C -0.22 2.77 1.31
S 0.15 1.27 0.35
S 0.47 2.01 -1.52
H -1.26 3.07 1.17
H 0.00 2.41 2.33
H 0.48 3.57 1.11
H 1.73 2.51 -1.25

---

(6)
Entry from the OMol25 dataset: a cluster of 3 separate species, C2H10O2S in total (the ωB97M-V functional and the def2-TZVPD basis).

Computed properties:
- HOMO-LUMO gap (eV) = 10.16
- E_LUMO (eV) = 0.54
- SMILES = CCS.O.O
- highest occupied orbital energy (eV) = -9.62
- relative energy (zero: lowest compared OMol25 entry of this formula, charge and spin) (eV) = 0.449

Element x y z (Å)
C 1.00 -1.69 -1.05
C 1.80 -0.78 -0.08
S 0.65 -0.08 1.17
H 0.39 -1.10 -1.73
H 0.34 -2.36 -0.48
H 1.69 -2.37 -1.55
H 2.53 -1.41 0.42
H 2.43 -0.15 -0.72
H 0.76 -1.14 1.98
O -1.03 2.92 1.42
H -0.71 3.12 0.55
H -0.52 2.14 1.65
O -3.28 1.24 -0.74
H -3.27 0.27 -0.90
H -2.78 1.39 0.05

---

(7)
Entry from the OMol25 dataset: a cluster of 3 separate species, C2H10O2S2 in total (the ωB97M-V functional and the def2-TZVPD basis).

Computed properties:
- HOMO-LUMO gap (eV) = 10.05
- E_LUMO (eV) = 0.51
- SMILES = CSSC.O.O
- highest occupied orbital energy (eV) = -9.54
- relative energy (zero: lowest compared OMol25 entry of this formula, charge and spin) (eV) = 0.318

Element x y z (Å)
C -1.39 1.16 -0.78
S -0.42 0.86 0.71
S 0.03 -1.13 0.60
C -1.38 -1.92 1.42
H -2.21 0.45 -0.82
H -0.81 1.12 -1.69
H -1.81 2.16 -0.65
H -1.08 -2.52 2.29
H -1.95 -2.53 0.72
H -2.01 -1.13 1.81
O 0.32 -1.01 -2.88
H 0.23 -1.33 -1.96
H 1.24 -0.75 -2.94
O 2.75 2.20 0.23
H 2.10 1.48 0.31
H 2.35 2.89 0.77

---

(8)
Entry from the OMol25 dataset: a cluster of 3 separate species, C2H10O2S2 in total (the ωB97M-V functional and the def2-TZVPD basis).

Computed properties:
- HOMO-LUMO gap (alpha / beta) (eV) = 9.36 / 6.40
- E_LUMO (alpha / beta) (eV) = -5.09 / -8.05
- net charge = +1
- highest occupied orbital energy (alpha / beta) (eV) = -14.45 / -14.45
- relative energy (zero: lowest compared OMol25 entry of this formula, charge and spin) (eV) = 0.577
- spin multiplicity = 2

Element x y z (Å)
C -0.59 -0.97 -0.41
C 0.71 -0.74 0.41
S 2.00 -0.06 -0.51
S 3.36 0.37 1.02
H -0.40 -1.23 -1.46
H -1.15 -0.03 -0.40
H -1.14 -1.79 0.03
H 1.02 -1.67 0.91
H 0.36 -0.07 1.22
H 4.29 0.02 0.14
H -0.96 2.18 2.45
H -1.26 0.91 3.13
O -0.80 1.24 2.35
H -2.23 0.86 -3.57
H -1.14 0.60 -2.55
O -2.05 0.38 -2.76

---

(9)
Entry from the OMol25 dataset: a cluster of 4 separate species, C2H10O4 in total (the ωB97M-V functional and the def2-TZVPD basis).

Computed properties:
- HOMO-LUMO gap (eV) = 9.57
- E_LUMO (eV) = 0.70
- SMILES = C=CO.O.O.O
- highest occupied orbital energy (eV) = -8.87
- relative energy (zero: lowest compared OMol25 entry of this formula, charge and spin) (eV) = 0.368

Element x y z (Å)
C -0.93 0.58 2.98
C -1.28 -0.04 1.86
O -0.74 0.20 0.63
H -1.53 0.31 3.83
H -0.20 1.37 3.02
H -2.04 -0.81 1.81
H -0.96 -0.52 0.02
O -0.90 -1.60 -1.42
H -0.06 -1.40 -1.88
H -1.13 -2.51 -1.49
O 1.60 1.78 -0.84
H 0.75 1.42 -0.54
H 1.71 2.53 -0.24
O 1.60 -0.73 -2.54
H 2.16 -0.52 -3.29
H 1.93 -0.06 -1.91

---

(10)
Entry from the OMol25 dataset: a structure of composition C2H11AlBrN2NaO2P2 (the ωB97M-V functional and the def2-TZVPD basis).

Computed properties:
- HOMO-LUMO gap (eV) = 3.73
- E_LUMO (eV) = -2.14
- highest occupied orbital energy (eV) = -5.87

Element x y z (Å)
C -1.34 0.57 2.60
P -0.32 -0.92 1.95
O -1.43 -2.27 1.64
Al 0.55 -0.12 -0.10
Br 1.16 2.22 0.28
C 2.14 -1.33 -0.56
N 3.21 -0.69 -1.42
P -1.21 -0.21 -1.61
N -1.43 1.35 -2.48
O -2.67 -0.35 -0.62
H -2.21 0.17 3.28
H -0.61 1.31 3.14
H -1.82 1.18 1.70
H -0.92 -3.00 1.16
H 2.67 -1.60 0.47
H 1.77 -2.36 -1.00
H 2.89 0.20 -1.86
H 3.62 -1.36 -2.11
H -2.46 1.59 -2.37
H -1.30 1.09 -3.50
H -2.99 0.56 -0.34
Na 2.71 3.97 1.76

---

(11)
Entry from the OMol25 dataset: a structure of composition C2H11Cd2O5 (the ωB97M-V functional and the def2-TZVPD basis).

Computed properties:
- HOMO-LUMO gap (alpha / beta) (eV) = 4.71 / 7.02
- E_LUMO (alpha / beta) (eV) = -0.99 / -1.21
- highest occupied orbital energy (alpha / beta) (eV) = -5.70 / -8.23
- spin multiplicity = 2

Element x y z (Å)
Cd -1.94 1.10 -0.26
Cd -0.90 -0.67 -2.19
C 2.20 0.85 0.68
C 1.92 0.66 -0.81
O 0.57 0.62 -1.21
H 3.24 0.89 1.01
H 1.91 -0.01 1.29
H 1.67 1.68 1.15
H 2.41 -0.25 -1.14
H 2.58 1.33 -1.35
O -1.73 -0.91 -0.17
H -1.31 -1.10 0.70
O -2.23 0.93 -2.25
H -2.86 1.19 -2.95
O -1.52 -3.69 0.77
H -1.42 -2.75 0.64
H -0.63 -4.00 0.96
O -0.98 1.38 1.51
H -0.50 2.14 1.83
H -0.47 0.62 1.80

---

(12)
Entry from the OMol25 dataset: a structure of composition C2H11F2HfO4Pb (the ωB97M-V functional and the def2-TZVPD basis).

Computed properties:
- HOMO-LUMO gap (eV) = 6.13
- E_LUMO (eV) = -13.66
- net charge = +3
- highest occupied orbital energy (eV) = -19.79

Element x y z (Å)
Pb 3.44 -1.14 1.26
Hf -0.02 -1.44 -1.91
F 1.51 -0.73 -0.32
F 1.14 -3.31 -1.36
C -1.22 0.93 1.01
C -2.07 0.83 -0.27
O -1.70 -0.17 -1.17
H -1.41 0.09 1.69
H -1.57 1.80 1.58
H -0.15 0.94 0.82
H -1.88 1.85 -0.61
H -3.10 0.63 0.00
O -0.84 -2.45 0.11
H -1.77 -2.63 0.29
H -0.39 -2.60 0.94
O 2.53 1.13 1.66
H 2.82 2.04 1.78
H 1.69 1.07 2.15
O 0.75 0.75 -2.58
H 1.69 0.78 -2.82
H 0.55 1.65 -2.26

---

> Number 3 is which compound?

C2H10NO4